Below is 3 unconnected molecules or ions with the total composition C11H13F3N6O2 at a distorted geometry, with properties calculated with wB97M-V/def2-TZVPD.

As for the spin multiplicity: 1. For the HOMO-LUMO gap, the calculation gives 7.7 eV. The SMILES is FC(F)(F)c1cnc2ccccc2n1.NC(N)=O.NC(N)=O. The LUMO energy comes out at -0.56 eV. Its net charge is 0. The value obtained for the HOMO energy is -8.298 eV.

Last column: Mulliken charge in e.
Atoms and positions in Å:
N: 1.81 -6.82 -0.95  -0.348
C: -0.06 2.78 -0.93  -0.401
C: -0.74 1.62 1.38  -0.381
H: 1.02 -6.39 -0.50  0.206
N: -0.40 -0.89 1.81  -0.496
H: -1.05 3.92 0.88  0.659
H: 1.90 -7.82 -0.95  0.168
C: -0.08 -3.45 2.02  0.797
C: -0.67 2.90 0.53  -0.507
H: 0.87 1.31 -2.52  0.322
H: -0.90 7.56 -0.48  0.214
H: 0.95 -3.28 -0.64  0.166
O: -1.81 5.67 0.85  -0.669
H: -4.18 7.78 0.73  0.165
H: 0.01 3.69 -1.62  0.315
C: 0.05 -2.08 1.16  0.327
C: 0.33 0.13 -0.56  0.317
H: -2.33 8.54 -0.40  0.166
C: 2.72 -6.00 -1.53  0.668
N: 0.80 -1.10 -1.13  -0.533
F: -0.29 -3.21 3.39  -0.240
C: 0.63 -2.22 -0.27  -0.133
N: -3.68 6.94 0.96  -0.400
F: 1.04 -4.30 1.78  -0.228
C: 0.43 1.42 -1.46  -0.478
C: -2.41 6.70 0.57  0.621
F: -1.25 -4.13 1.53  -0.254
C: -0.25 0.19 0.88  0.525
O: 2.61 -4.78 -1.52  -0.612
N: -1.85 7.70 -0.17  -0.391
N: 3.76 -6.64 -2.11  -0.447
H: 3.86 -7.64 -2.12  0.147
H: 4.46 -6.07 -2.55  0.218
H: -1.18 1.72 2.44  0.300
H: -4.14 6.23 1.50  0.216

Below is C13H22N4O3S in the gas phase, with properties calculated with wB97M-V/def2-TZVPD.

As for the spin multiplicity: 1. For the HOMO-LUMO gap, the calculation gives 8.4 eV. The SMILES is CCN(CC)CCNS(=O)(=O)c1ccc(C(=O)NN)cc1. The LUMO energy comes out at 0.04 eV. Its net charge is 0. The value obtained for the HOMO energy is -8.323 eV.

Last column: Mulliken charge in e.
Atoms and positions in Å:
H: 0.90 -2.67 1.15  0.601
H: 1.92 1.01 2.48  0.287
N: 0.72 1.74 0.98  0.453
O: 3.31 -2.11 0.68  -0.675
H: 1.23 -1.35 -2.87  0.435
C: 1.70 0.78 1.43  -0.735
H: -1.24 -1.67 -3.18  0.469
H: 3.56 0.38 -1.31  0.307
H: -1.83 1.43 0.28  0.329
C: 1.16 -1.96 -0.83  -0.196
H: 0.81 2.09 -1.11  0.199
H: 1.26 -0.22 1.39  0.238
H: -3.43 -1.89 0.56  0.234
H: 0.61 2.88 3.45  0.272
C: -0.76 -1.86 -2.24  -0.805
N: -5.20 -2.32 -0.38  -0.843
H: -1.36 3.03 -0.29  0.343
H: 0.69 3.78 0.53  0.460
H: -0.78 3.39 2.49  0.277
C: 3.04 0.73 0.67  -0.829
H: 0.30 0.48 -0.60  -0.717
H: 3.40 1.75 0.49  0.555
C: -3.02 -2.42 -1.41  0.225
H: 3.77 0.20 1.29  0.311
C: 0.60 -1.69 -2.07  -0.567
O: 3.61 -2.03 -1.77  -0.766
C: 1.02 3.12 1.34  -0.626
O: -3.50 -2.74 -2.48  -0.688
C: -1.55 -2.29 -1.17  0.786
H: 2.10 3.27 1.47  0.311
C: -0.96 -2.60 0.05  -0.859
H: -1.63 1.72 -1.45  0.458
C: 0.40 -2.43 0.22  -0.198
C: 0.29 3.51 2.62  -1.281
H: -1.55 -2.99 0.87  0.540
S: 2.90 -1.61 -0.60  1.463
H: -5.66 -1.43 -0.61  0.249
N: -3.80 -2.13 -0.34  0.090
C: -1.24 1.96 -0.46  -1.442
H: 0.50 4.55 2.88  0.438
C: 0.22 1.54 -0.36  0.852
H: -5.38 -2.96 -1.15  0.305
N: 2.90 0.07 -0.61  -0.258

Below is a molecular structure, C36H42IrN7O3, with properties calculated with wB97M-V/def2-TZVPD.

As for the spin multiplicity: 2. For the HOMO-LUMO gap (spin up / spin down), the calculation gives 7.1 / 5.8 eV. The LUMO energy (spin up / spin down) comes out at -9.21 / -10.51 eV. Its net charge is +3. The value obtained for the HOMO energy (spin up / spin down) is -16.280 / -16.323 eV.

Last column: Mulliken charge in e.
Atoms and positions in Å:
O: 0.24 -0.94 0.35  0.044
N: -1.57 -0.73 -1.49  -0.449
C: -1.93 2.53 2.60  -0.533
H: -5.07 1.46 -1.14  0.601
H: 1.07 4.91 -2.55  0.332
C: -0.59 -2.45 -2.84  1.256
H: -2.57 -1.81 0.78  0.107
H: 0.29 -0.55 -3.40  0.076
C: 2.59 -1.24 -1.39  0.139
C: -1.25 -1.72 4.84  -1.008
C: -0.38 -4.38 3.77  -1.774
C: -1.41 -2.07 -1.72  0.127
O: -3.87 -0.89 -1.67  -0.529
C: 2.50 1.74 1.62  -1.134
C: -0.41 -3.13 2.96  0.472
N: -1.79 1.72 -0.67  0.813
H: 4.18 4.28 -2.82  0.535
C: 3.84 3.73 -1.94  -0.935
C: -0.11 -1.51 1.46  -0.736
C: 2.97 2.39 0.35  2.192
C: -2.77 3.84 -0.34  -0.679
H: 2.31 -1.89 -2.22  0.522
H: -2.14 -2.23 5.19  0.364
H: 1.76 2.36 2.12  0.357
H: 4.67 -1.51 -3.23  0.373
H: -2.80 -3.55 1.02  0.499
C: -1.65 0.16 2.59  -0.168
H: 5.86 -0.80 -2.33  0.401
C: -2.03 -3.07 -0.90  1.119
C: -2.89 -0.26 -1.37  -0.066
N: 0.68 2.42 -0.53  1.236
C: 4.32 2.66 0.15  -0.694
C: -1.67 3.02 -0.40  0.716
H: 2.47 0.77 -1.02  -0.434
H: -3.91 3.24 3.03  0.521
H: 4.51 -2.08 -0.86  0.471
C: 2.06 2.80 -0.64  -1.870
C: -4.02 3.27 -0.59  -0.737
H: -0.81 -5.80 -2.49  0.477
C: -3.00 -0.01 2.88  0.616
H: -4.86 0.97 3.25  0.474
C: -3.81 1.10 3.02  -1.078
C: -1.77 -4.39 -1.19  -0.634
H: 0.66 -3.54 1.08  0.487
H: -1.01 -1.08 -4.42  0.388
H: -4.91 3.89 -0.56  0.517
C: 0.15 -2.86 1.74  -0.904
C: -2.96 1.17 -0.94  0.502
N: -0.80 -0.99 2.52  0.712
H: -0.05 1.54 2.27  0.396
H: 1.95 0.39 -2.51  0.515
H: -1.50 3.53 2.53  0.667
H: 5.81 3.55 -1.11  0.512
H: 0.55 -1.87 -4.56  0.442
O: 0.08 4.57 0.08  -0.534
H: 5.03 2.39 0.92  0.553
H: 2.01 4.10 -3.79  0.494
H: 0.16 -4.10 -3.97  0.535
N: -1.03 -2.02 3.41  -0.028
H: -2.64 4.89 -0.13  0.607
H: 4.60 0.11 -2.87  0.288
C: -0.39 -3.79 -3.09  -1.098
C: -3.28 2.38 2.88  -0.895
C: -0.97 -4.76 -2.27  -0.961
C: 1.51 3.95 -2.84  -1.555
H: -3.42 -1.01 2.97  0.562
H: -1.38 -0.65 4.95  0.367
Ir: -0.08 0.68 -0.85  1.770
H: 2.20 -1.71 -0.48  -0.354
C: -1.11 1.42 2.44  -0.430
H: -0.38 -2.05 5.42  0.398
C: 4.76 3.32 -0.99  -1.096
H: 2.04 0.76 1.45  -0.096
H: 0.27 -4.26 4.64  0.396
C: -0.24 3.46 -0.23  -0.194
C: -2.87 -2.74 0.30  -1.852
H: 0.01 -5.20 3.18  0.446
H: 0.68 3.25 -2.99  0.234
C: -4.12 1.93 -0.91  -0.635
H: -2.20 -5.16 -0.56  0.558
C: 2.48 3.49 -1.79  1.294
C: -0.15 -1.43 -3.85  -1.207
H: -3.91 -2.64 0.01  0.593
N: 4.84 -0.82 -2.50  -0.167
H: 3.33 1.60 2.30  0.706
N: 1.93 0.07 -1.54  -0.997
H: -1.37 -4.64 4.13  0.360
H: 4.37 -0.35 -0.52  0.413
C: 4.10 -1.14 -1.22  -1.093

Below is a molecular structure, C14H27OY at a distorted geometry, with properties calculated with wB97M-V/def2-TZVPD.

As for the spin multiplicity: 1. For the HOMO-LUMO gap, the calculation gives 8.0 eV. The LUMO energy comes out at -7.70 eV. Its net charge is +2. The value obtained for the HOMO energy is -15.751 eV.

Last column: Mulliken charge in e.
Atoms and positions in Å:
H: -1.18 -3.53 1.34  0.333
C: 1.10 -1.08 -0.97  0.903
H: 1.08 -3.46 1.49  0.389
H: 0.82 1.33 -2.39  0.330
H: -3.08 -1.54 -2.25  0.382
C: -1.66 -3.21 0.41  -1.458
H: 2.35 1.65 0.81  0.343
O: -0.95 -0.19 2.96  -0.546
H: -0.83 1.05 -2.92  0.328
H: 0.51 0.14 -3.67  0.329
H: 2.78 0.19 -1.49  0.349
H: -2.06 0.44 4.67  0.375
H: -3.22 -0.81 -0.64  0.353
C: -1.50 0.85 3.81  -0.673
C: 2.54 -0.86 -1.27  -1.580
C: -2.60 -0.83 -1.55  -1.503
H: -2.65 -2.80 0.66  0.325
C: 1.51 -3.11 0.55  -1.626
C: 0.43 2.66 0.20  0.977
H: -1.82 -4.11 -0.19  0.351
H: 2.83 -1.47 -2.15  0.321
C: -0.80 -2.24 -0.32  0.612
C: 0.62 -2.13 -0.14  0.084
C: 0.12 0.55 -2.72  -1.272
H: 0.18 1.81 -0.48  -0.620
C: 1.95 2.64 0.53  -1.202
Y: -0.42 -0.14 0.70  1.737
H: -0.64 1.41 4.20  0.291
H: 1.68 -3.98 -0.11  0.338
H: 2.49 -2.65 0.77  0.356
H: 3.17 -1.16 -0.42  0.417
H: -2.12 1.51 3.21  0.287
H: 2.20 3.36 1.33  0.384
H: -1.02 4.11 -0.71  0.391
C: -0.02 -0.53 -1.70  0.225
H: -1.23 -1.05 3.32  0.339
H: 0.46 4.88 -0.14  0.377
C: 0.06 3.96 -0.59  -1.383
H: -2.66 0.17 -2.00  0.339
H: 2.50 2.92 -0.36  0.364
C: -1.19 -1.23 -1.27  0.448
H: 0.52 3.94 -1.59  0.341
H: -0.24 2.51 1.08  0.144

The energy above the lowest of the compared OMol25 structures with the same formula, charge and spin results, record by record, are as follows: 550.2 220.1 49.4 0.0 kJ/mol.